Density functional theory data (wB97M-V/def2-TZVPD) for a cluster of 11 separate species, C44H57Cl4F5N4O4 in total.

Results
- Highest occupied orbital energy: -8.8 eV
- ΔE to the lowest compared entry with this formula, charge and spin: 0.0 kcal per mole
- Kohn-Sham gap: 8.873 eV
- SMILES: Fc1ccccc1.Fc1ccccc1.Fc1ccccc1.Fc1ccccc1.Fc1ccccc1.CNC(C)=O.CNC(C)=O.CNC(C)=O.CNC(C)=O.ClCCl.ClCCl
- Total charge: 0

Geometry (Å):
C  1.08  -23.79  1.39
C  0.20  -24.96  1.09
O  -0.99  -24.94  1.38
N  0.76  -26.05  0.51
C  2.17  -26.20  0.16
H  0.55  -22.84  1.35
H  1.92  -23.67  0.70
H  1.48  -23.90  2.40
H  0.13  -26.81  0.32
H  2.42  -25.54  -0.68
H  2.34  -27.22  -0.16
H  2.82  -25.94  1.00
C  1.98  -20.23  4.59
C  2.98  -21.36  4.64
O  3.01  -22.20  3.76
N  3.80  -21.36  5.71
C  4.81  -22.35  5.94
H  1.34  -20.35  3.72
H  2.47  -19.26  4.50
H  1.35  -20.17  5.48
H  3.70  -20.68  6.45
H  5.79  -21.86  5.88
H  4.74  -23.12  5.17
H  4.72  -22.83  6.92
C  3.30  -19.55  10.46
C  4.45  -19.36  9.48
O  4.43  -19.84  8.35
N  5.40  -18.50  9.89
C  6.56  -18.12  9.11
H  2.79  -20.49  10.28
H  2.64  -18.69  10.32
H  3.66  -19.49  11.48
H  5.37  -18.23  10.86
H  6.63  -17.03  9.11
H  6.45  -18.48  8.10
H  7.48  -18.50  9.54
C  7.14  -24.76  -0.82
C  5.99  -24.29  0.04
O  5.03  -23.71  -0.43
N  6.08  -24.56  1.37
C  5.04  -24.19  2.31
H  7.84  -25.38  -0.26
H  7.70  -23.89  -1.16
H  6.73  -25.30  -1.67
H  6.98  -24.77  1.77
H  5.01  -24.97  3.08
H  4.08  -24.14  1.82
H  5.22  -23.24  2.82
C  2.09  -25.21  5.08
Cl  0.33  -25.10  4.97
Cl  2.69  -26.47  3.98
H  2.51  -24.26  4.78
H  2.37  -25.47  6.09
C  9.53  -21.25  7.99
Cl  9.84  -20.43  9.53
Cl  8.17  -20.56  7.11
H  10.42  -21.09  7.38
H  9.36  -22.31  8.15
F  4.81  -17.48  1.73
C  4.71  -17.49  3.07
C  5.32  -18.52  3.76
C  5.26  -18.52  5.15
C  4.50  -17.56  5.81
C  3.87  -16.56  5.08
C  3.99  -16.50  3.69
H  5.84  -19.28  3.19
H  5.70  -19.34  5.71
H  4.40  -17.66  6.88
H  3.20  -15.86  5.57
H  3.50  -15.73  3.11
F  3.59  -23.55  10.43
C  4.68  -22.89  10.83
C  4.61  -22.10  11.95
C  5.77  -21.48  12.41
C  6.96  -21.64  11.72
C  6.98  -22.39  10.54
C  5.82  -22.98  10.08
H  3.68  -21.97  12.49
H  5.74  -20.85  13.28
H  7.88  -21.22  12.09
H  7.92  -22.57  10.03
H  5.81  -23.57  9.17
F  -2.49  -15.38  7.05
C  -1.46  -16.21  7.26
C  -0.56  -16.43  6.24
C  0.50  -17.30  6.46
C  0.60  -17.97  7.67
C  -0.34  -17.77  8.65
C  -1.38  -16.88  8.46
H  -0.65  -15.89  5.31
H  1.25  -17.48  5.71
H  1.41  -18.68  7.79
H  -0.23  -18.26  9.61
H  -2.09  -16.71  9.26
F  -1.14  -19.75  -0.23
C  0.18  -20.02  -0.30
C  0.77  -20.12  -1.54
C  2.13  -20.39  -1.59
C  2.87  -20.48  -0.42
C  2.25  -20.43  0.81
C  0.90  -20.13  0.88
H  0.15  -20.05  -2.42
H  2.61  -20.56  -2.55
H  3.93  -20.67  -0.50
H  2.87  -20.51  1.69
H  0.38  -20.09  1.83
F  -0.65  -21.70  6.09
C  -1.40  -20.93  5.27
C  -1.55  -21.27  3.95
C  -2.27  -20.41  3.13
C  -2.85  -19.25  3.66
C  -2.71  -18.95  5.00
C  -2.05  -19.84  5.83
H  -1.14  -22.18  3.52
H  -2.37  -20.62  2.07
H  -3.33  -18.55  2.98
H  -3.18  -18.06  5.39
H  -1.85  -19.62  6.87